[1]
{"formula": "C3H3NO2S2", "method": "ωB97M-V/def2-TZVPD", "elements": ["C", "C", "C", "N", "O", "O", "S", "S", "H", "H", "H"], "xyz": [[-0.1155, -0.8249, -0.2961], [-0.4888, 0.2173, 0.7813], [0.3783, 0.2734, -1.2050], [-0.0085, 1.2903, -0.1552], [-0.3073, -1.9747, -0.4997], [1.6606, 0.3542, -1.6338], [-0.8504, 0.4455, -2.5332], [-1.1172, 2.1752, -1.1596], [-1.5232, 0.3073, 0.9416], [0.3212, 0.4066, 1.4235], [2.1565, 1.0954, -1.2048]], "atomic_forces_ev_per_a": [[-0.063, -0.106, 0.411], [0.885, 0.311, -2.525], [0.758, 1.004, 0.729], [0.096, 0.320, -2.327], [0.028, -0.587, 0.369], [1.434, 0.268, 0.023], [-0.772, 1.620, 0.471], [-0.289, -0.978, -0.619], [-1.148, -0.121, 1.322], [0.004, -0.902, 2.479], [-0.933, -0.830, -0.332]], "nbo_charge": [0.54, -0.36, 0.18, -0.57, -0.47, -0.70, 0.08, 0.30, 0.23, 0.25, 0.51], "orbital_gap_ev": 7.969, "fmax_ev_per_a": 2.7, "charge": 0, "e_above_lowest_ev": 2.944, "total_energy_ha": -1117.61790}

[2]
{"formula": "C3H3NO3", "method": "ωB97M-V/def2-TZVPD", "elements": ["N", "C", "O", "C", "O", "C", "O", "H", "H", "H"], "xyz": [[0.1476, -0.3265, 1.5142], [0.1106, 0.2685, 0.4041], [-0.8254, -0.0037, -0.5330], [-1.2387, -1.2746, -0.7949], [-2.1579, -1.4383, -1.5358], [1.0199, 1.3479, -0.1495], [1.0270, 1.6013, -1.3245], [0.8685, 0.0285, 2.1410], [-0.6303, -2.0549, -0.3017], [1.6788, 1.8518, 0.5800]], "atomic_forces_ev_per_a": [[-0.033, 0.225, -0.241], [-0.032, -0.132, 0.142], [-0.111, -0.004, -0.034], [-0.548, -0.198, -0.367], [0.503, -0.274, 0.472], [0.157, 0.174, -0.371], [0.171, 0.017, 0.726], [0.090, 0.004, -0.234], [-0.190, 0.228, -0.087], [-0.008, -0.042, -0.005]], "nbo_charge": [-0.62, 0.45, -0.49, 0.65, -0.51, 0.35, -0.44, 0.36, 0.13, 0.13], "orbital_gap_ev": 9.988, "fmax_ev_per_a": 0.7, "charge": 0, "e_above_lowest_ev": 1.752, "total_energy_ha": -396.56005}

[3]
{"formula": "C3H3NO3", "method": "ωB97M-V/def2-TZVPD", "elements": ["C", "C", "C", "H", "H", "H", "N", "O", "O", "O"], "xyz": [[0.8333, -0.4455, 0.2192], [0.2597, 0.7917, -0.4814], [-1.0686, 0.5518, -0.3232], [0.8041, 0.9895, -1.5392], [0.4410, 1.4801, 0.4055], [-0.1319, -2.0918, 0.9021], [-0.0440, -1.1475, 0.8356], [1.9960, -0.6751, 0.4612], [-1.8584, 1.2862, -0.6941], [-1.2312, -0.7394, 0.2143]], "atomic_forces_ev_per_a": [[6.668, 1.522, -0.567], [7.286, -0.448, 0.727], [-0.470, -3.503, -0.198], [-1.691, -0.052, 2.817], [0.541, 0.300, -1.638], [0.691, -3.240, 0.314], [-4.682, 2.019, 0.335], [1.197, 0.260, -0.931], [-5.591, 2.333, -0.980], [-3.950, 0.808, 0.121]], "nbo_charge": [0.63, -0.62, 0.75, 0.30, 0.29, 0.41, -0.30, -0.58, -0.49, -0.38], "orbital_gap_ev": 10.740, "fmax_ev_per_a": 7.3, "charge": 0, "e_above_lowest_ev": 3.937, "total_energy_ha": -396.47973}

[4]
{"formula": "C3H3NO3", "method": "ωB97M-V/def2-TZVPD", "elements": ["C", "C", "C", "H", "H", "H", "N", "O", "O", "O"], "xyz": [[0.9214, 0.4107, 0.3468], [0.2246, -0.0713, 1.3776], [-0.9552, -0.4000, -0.5386], [2.2905, 1.1562, -0.7075], [0.4070, -0.0827, 2.4287], [-1.7322, -1.0006, 1.3052], [-0.9685, -0.5642, 0.8085], [2.1137, 0.9951, 0.2331], [-1.7665, -0.7084, -1.3775], [0.2366, 0.2433, -0.8307]], "atomic_forces_ev_per_a": [[-0.147, -0.095, -0.108], [0.106, 0.223, -0.279], [-0.845, -0.244, -0.522], [-0.070, -0.052, 0.279], [0.178, -0.001, 0.174], [0.245, 0.126, -0.272], [-0.175, -0.130, 0.099], [0.187, 0.125, -0.041], [0.460, 0.178, 0.463], [0.062, -0.130, 0.209]], "nbo_charge": [0.54, -0.22, 0.85, 0.50, 0.23, 0.43, -0.61, -0.65, -0.61, -0.48], "orbital_gap_ev": 8.986, "fmax_ev_per_a": 1.0, "charge": 0, "e_above_lowest_ev": 0.708, "total_energy_ha": -396.59842}

[5]
{"formula": "C3H3NO3", "method": "ωB97M-V/def2-TZVPD", "elements": ["C", "C", "C", "H", "H", "H", "N", "O", "O", "O"], "xyz": [[-1.0857, -0.1351, -0.0663], [0.1149, -0.9827, -0.0541], [1.2090, 0.1202, -0.1224], [0.3615, -2.0236, -0.5494], [0.4419, -1.2427, 1.0159], [-1.0688, 2.2672, -0.2275], [-0.6954, 1.3111, 0.2296], [-2.2848, -0.3884, -0.0759], [2.3081, -0.2945, 0.0397], [0.6992, 1.3684, -0.1897]], "atomic_forces_ev_per_a": [[-4.887, 1.491, 0.668], [2.102, -0.058, 1.426], [-1.019, -2.734, -0.178], [-1.081, 2.646, 0.210], [-1.475, 0.180, -0.933], [0.275, -3.545, 0.961], [0.650, 0.078, -1.870], [2.590, 0.121, -0.320], [1.792, 1.888, -0.449], [1.053, -0.065, 0.485]], "nbo_charge": [0.65, -0.68, 0.79, 0.31, 0.30, 0.42, -0.37, -0.52, -0.55, -0.37], "orbital_gap_ev": 10.498, "fmax_ev_per_a": 5.2, "charge": 0, "e_above_lowest_ev": 3.535, "total_energy_ha": -396.49454}

[6]
{"formula": "C3H3NO3", "method": "ωB97M-V/def2-TZVPD", "elements": ["C", "C", "C", "N", "O", "O", "O", "H", "H", "H"], "xyz": [[0.1342, -1.7995, 3.4523], [0.6260, -1.2352, 2.4968], [-0.4549, 0.2717, -1.1754], [-0.2546, 1.2188, -1.9430], [-0.3319, -0.6307, -0.4422], [-0.1640, 2.3338, -1.2854], [-0.4265, 1.1204, -3.2974], [0.0655, -2.4485, 4.2422], [-0.1584, 1.8877, -3.7646], [0.9646, -0.7185, 1.7169]], "atomic_forces_ev_per_a": [[1.709, 1.444, -2.741], [-2.096, -2.236, 3.929], [0.375, -2.827, 0.795], [0.199, 1.897, -0.109], [-0.418, 0.868, -0.478], [0.161, 0.825, -0.299], [-1.127, -2.617, -0.117], [-0.677, -0.958, 1.511], [0.788, 1.873, 0.137], [1.085, 1.732, -2.628]], "nbo_charge": [-0.23, -0.20, 0.83, 0.15, -0.41, -0.54, -0.53, 0.22, 0.50, 0.21], "orbital_gap_ev": 9.007, "fmax_ev_per_a": 5.0, "charge": 0, "e_above_lowest_ev": 8.761, "total_energy_ha": -396.30246}

[7]
{"formula": "C3H3NO3S", "method": "ωB97M-V/def2-TZVPD", "elements": ["C", "C", "C", "H", "H", "H", "N", "O", "O", "O", "S"], "xyz": [[-0.1382, -0.8907, 0.3013], [-0.0710, 0.4984, -1.4873], [0.1155, 1.2522, -0.1472], [0.4059, -0.8827, 2.4602], [0.9034, 0.4240, -2.0682], [-0.9311, 0.9691, -2.0980], [-0.1367, -2.0022, 0.8924], [0.0970, -1.8386, 2.2755], [-0.6056, -0.7421, -0.9832], [0.1809, 0.3328, 0.8285], [0.1800, 2.8798, 0.0260]], "atomic_forces_ev_per_a": [[-0.969, -0.734, -1.737], [-1.322, 0.793, 0.258], [0.102, 2.021, -1.510], [-0.672, -2.010, -0.415], [-1.218, -0.155, 0.686], [1.768, -0.615, 0.850], [0.032, 1.165, 0.829], [0.846, 1.382, 0.202], [1.320, -0.334, 0.348], [0.017, 0.111, 0.334], [0.095, -1.624, 0.154]], "nbo_charge": [0.68, -0.17, 0.18, 0.46, 0.23, 0.24, -0.15, -0.55, -0.47, -0.49, 0.03], "orbital_gap_ev": 9.071, "fmax_ev_per_a": 2.5, "charge": 0, "e_above_lowest_ev": 3.604, "total_energy_ha": -794.67778}

[8]
{"formula": "C3H3NO3S", "method": "ωB97M-V/def2-TZVPD", "elements": ["C", "C", "C", "H", "H", "H", "N", "O", "O", "O", "S"], "xyz": [[-1.9398, -0.3385, 0.3331], [1.3315, -0.1992, -0.0834], [1.1312, 1.3167, -0.2616], [-1.5647, -0.3598, 1.3681], [0.5113, -2.0263, -0.0804], [2.0200, 1.8360, -0.6806], [0.2366, -1.0483, 0.1263], [-0.9443, -0.6527, -0.5130], [2.4640, -0.6019, -0.1339], [0.1385, 1.8808, 0.1358], [-3.3844, 0.1932, -0.2105]], "atomic_forces_ev_per_a": [[-0.737, 1.073, 0.239], [-0.058, 0.232, -0.833], [-1.260, 0.267, 0.835], [-0.543, -0.135, -0.238], [-0.645, 0.750, 0.031], [-0.278, -0.252, 0.043], [1.141, -0.071, 0.244], [0.109, -0.486, -0.785], [0.046, -0.407, 0.348], [0.959, -0.282, -0.450], [1.267, -0.690, 0.564]], "nbo_charge": [0.04, 0.55, 0.34, 0.19, 0.40, 0.15, -0.35, -0.35, -0.52, -0.46, 0.00], "orbital_gap_ev": 8.568, "fmax_ev_per_a": 1.5, "charge": 0, "e_above_lowest_ev": 3.415, "total_energy_ha": -794.68473}

[9]
{"formula": "C3H3NO4", "method": "ωB97M-V/def2-TZVPD", "elements": ["C", "C", "C", "H", "H", "H", "N", "O", "O", "O", "O"], "xyz": [[-1.0315, 0.0111, -0.0670], [-0.6817, -1.3339, -0.1373], [0.1590, 0.9047, -0.2165], [-2.2997, 1.4698, 0.1194], [-1.1044, -2.1784, 0.3164], [3.0377, -0.5874, 0.1082], [1.1753, 0.0210, -0.3952], [-2.3314, 0.4580, 0.1891], [0.6554, -1.3259, -0.1301], [2.1661, 0.4804, 0.4159], [0.2551, 2.0806, -0.2030]], "atomic_forces_ev_per_a": [[-2.516, -1.200, -0.100], [0.207, 5.764, 1.339], [-3.556, -2.387, -0.441], [-0.079, -2.002, 0.105], [-0.834, -1.236, -0.291], [-3.007, 4.687, 1.507], [-0.234, -0.830, -1.027], [1.759, 1.860, -0.600], [3.524, -0.601, 0.119], [4.810, -6.366, -0.834], [-0.074, 2.311, 0.222]], "nbo_charge": [0.12, 0.08, 0.55, 0.50, 0.23, 0.47, 0.07, -0.67, -0.35, -0.46, -0.54], "orbital_gap_ev": 7.995, "fmax_ev_per_a": 8.0, "charge": 0, "e_above_lowest_ev": 7.666, "total_energy_ha": -471.59144}

[10]
{"formula": "C3H3NOS", "method": "ωB97M-V/def2-TZVPD", "elements": ["C", "C", "C", "N", "O", "S", "H", "H", "H"], "xyz": [[1.9157, 0.0435, -0.0241], [1.5132, -1.4754, -0.0479], [0.4371, 0.4292, -0.0442], [0.2473, -1.0037, -0.0017], [1.9445, -2.5927, 0.0152], [3.2090, 1.0101, 0.0210], [0.4005, 0.8778, 0.9830], [-0.1412, 1.0609, -0.8548], [-0.6009, -1.4748, 0.2205]], "atomic_forces_ev_per_a": [[2.143, 1.572, -1.716], [-0.055, 0.380, 0.702], [0.184, 0.660, 0.863], [-2.219, -0.363, -0.372], [0.356, 0.708, -0.185], [-0.600, -1.033, 0.097], [-1.005, 0.074, -0.860], [1.629, -1.394, 1.478], [-0.434, -0.605, -0.007]], "nbo_charge": [-0.18, 0.62, -0.30, -0.59, -0.55, 0.15, 0.21, 0.23, 0.40], "orbital_gap_ev": 8.089, "fmax_ev_per_a": 3.2, "charge": 0, "e_above_lowest_ev": 1.407, "total_energy_ha": -644.23523}